Entry 1:
Entry from the Open Molecules 2025 dataset: a single C11H20N2O3 molecule at a distorted geometry (ωB97M-V/def2-TZVPD).

CARTESIAN COORDINATES (ANGSTROEM)
C 0.9261 -1.0921 0.7097
C -0.2403 -0.2331 -0.1439
C 2.2649 -0.9236 -0.0432
C 2.7563 0.5698 -0.1660
C 3.6256 1.0140 0.9554
C 3.3741 0.7671 -1.4751
C -2.3422 0.7434 -0.4729
C -1.8053 1.9106 0.5708
C -3.7772 0.2594 -0.5242
C -3.6699 -1.3353 -0.6241
C -2.4851 -1.4813 0.3846
H 0.1477 -2.8334 -0.1121
H 0.0892 -2.5944 1.5014
H 1.0003 -0.8534 1.7678
H 2.1674 -1.4827 -0.9431
H 3.0109 -1.4534 0.6318
H 1.8087 0.8523 -0.1730
H 4.6706 0.7065 0.8381
H 3.7604 2.1103 0.9024
H 3.3285 0.8961 1.9674
H 2.8666 0.1694 -2.2000
H 3.4321 1.8098 -1.7808
H 4.4200 0.3081 -1.5696
H -1.9790 1.3455 -1.3695
H -4.3853 0.8402 -1.2777
H -4.1244 0.6030 0.4394
H -3.3123 -1.6971 -1.5320
H -4.5941 -1.6628 -0.2841
H -2.8984 -1.2411 1.3965
H -2.0649 -2.4316 0.6020
H -1.8431 3.9028 0.5661
N 0.6233 -2.5644 0.7123
N -1.5777 -0.4930 -0.1571
O 0.1041 0.7609 -0.7972
O -1.4823 1.7036 1.6486
O -1.7951 3.1001 0.0516

Results
* gap between HOMO and LUMO: 9.52 eV
* SMILES string: CC(C)C[C@H](N)C(=O)N1CCC[C@H]1C(=O)O
* ΔE to the lowest compared entry with this formula, charge and spin: 93.9 kcal per mole
* charge: 0

***

Entry 2:
Entry from the Open Molecules 2025 dataset: a molecular structure, C10H13IrNO2 at a distorted geometry (ωB97M-V/def2-TZVPD).

CARTESIAN COORDINATES (ANGSTROEM)
C 2.0506 -0.4204 -1.6264
C 2.4312 -0.1169 -0.2691
C 1.9597 1.2014 0.0418
C 1.3369 1.7381 -1.1363
C 1.4045 0.7495 -2.1712
Ir 0.1968 -0.1512 -0.4631
C -0.0611 -1.3391 1.5033
C 0.2380 -2.0100 0.3380
C 0.4994 -3.2132 -0.2071
N -1.0261 -0.7034 -1.6501
H 2.0492 1.7069 0.9981
H 2.9543 -0.7820 0.4107
H 0.8706 2.7128 -1.2240
H 0.9839 0.8471 -3.1662
H 2.2218 -1.3542 -2.1515
H 0.7221 -1.1386 2.2448
H -1.9994 -0.8120 -1.9662
H -1.0913 -1.3124 1.8675
H 0.5997 -4.1009 0.4195
H 0.6149 -3.3047 -1.2855
C -2.6866 2.1591 1.7233
C -2.1070 1.0579 0.8805
O -2.6928 -0.0125 0.7034
O -0.9160 1.3716 0.3982
H -2.9623 1.7317 2.6909
H -3.6006 2.5052 1.2349
H -1.9904 2.9901 1.8619

Results
* gap between HOMO and LUMO (spin up / spin down): 6.05 / 6.30 eV
* ΔE to the lowest compared entry with this formula, charge and spin: 0.0 kcal per mole
* charge: 0
* spin multiplicity: 6

***

Entry 3:
Entry from the Open Molecules 2025 dataset: 2 unconnected molecules or ions with the total composition C35H41BO4S at a distorted geometry (ωB97M-V/def2-TZVPD).

CARTESIAN COORDINATES (ANGSTROEM)
C 6.5482 -0.2939 1.8164
O 6.2110 0.5055 0.6469
C 5.0289 0.2746 0.0127
C 4.4480 1.3501 -0.7261
C 3.0906 1.3998 -0.8656
C 2.2570 0.3545 -0.3344
C 0.7331 0.4281 -0.2151
C 0.0845 -0.8600 -0.4407
C -0.1594 -1.3575 -1.6815
C -0.5167 -2.7201 -1.9538
C -0.8759 -3.0722 -3.2773
C -1.3262 -4.3285 -3.5919
C -1.2903 -5.3480 -2.6034
O -1.7856 -6.5544 -2.9771
C -1.6418 -7.6814 -2.0851
C -0.7959 -5.0591 -1.3054
C -0.4870 -3.7472 -0.9755
C 2.9291 -0.8767 0.0010
C 4.2926 -0.9229 0.1799
H 7.3628 0.2549 2.2955
H 5.7014 -0.3989 2.5142
H 6.8909 -1.2932 1.5132
H 5.1120 2.1508 -1.0527
H 2.6040 2.2580 -1.3307
H 0.2368 1.3506 -0.5195
H -0.1657 -1.4215 0.4701
H -0.0524 -0.6899 -2.5451
H -0.8155 -2.3204 -4.0668
H -1.7092 -4.5919 -4.5788
H -2.1170 -8.4999 -2.6306
H -0.5799 -7.9093 -1.9049
H -2.1588 -7.5016 -1.1303
H -0.6869 -5.8613 -0.5710
H -0.1854 -3.4974 0.0387
H 2.3035 -1.7365 0.2448
H 4.7925 -1.8384 0.5172
C -3.4005 -1.0102 -5.0150
C -3.0193 -0.2305 -3.8050
C -3.3839 -0.6702 -2.5299
C -3.2681 0.1666 -1.4314
C -2.6794 1.4497 -1.5922
B 1.5492 0.5972 1.2620
C -2.7694 2.3873 -0.5240
C -3.3072 2.1644 0.7460
C -3.5949 3.3716 1.4348
C -3.2848 4.5032 0.6980
C -3.5261 5.9007 1.1151
S -2.4495 4.0957 -0.7590
O 1.4185 -0.2187 2.3452
C 1.0876 0.7096 3.4163
C -0.4115 0.6090 3.7027
C 1.8717 0.2333 4.6235
C 1.4923 2.1575 2.8385
C 0.4717 3.2760 3.0033
C 2.8754 2.6409 3.2552
O 1.6106 1.9654 1.4267
C -2.2339 1.8569 -2.8653
C -2.3503 0.9949 -3.9357
H -3.0327 -0.4992 -5.9136
H -3.0047 -2.0353 -5.0011
H -4.4962 -1.0893 -5.0913
H -3.7713 -1.6762 -2.3956
H -3.6885 -0.1178 -0.4695
H -3.5456 1.1749 1.1477
H -4.0672 3.4427 2.4160
H -4.2206 5.8995 1.9612
H -2.5706 6.3432 1.4279
H -3.9489 6.5038 0.3003
H -0.6809 1.2450 4.5572
H -1.0105 0.9072 2.8303
H -0.6673 -0.4299 3.9585
H 1.7303 0.8860 5.4860
H 1.5160 -0.7697 4.9016
H 2.9442 0.1717 4.3942
H 0.3143 3.4903 4.0679
H 0.8568 4.1840 2.5197
H -0.4916 3.0232 2.5379
H 2.9153 2.8805 4.3242
H 3.6413 1.8905 3.0176
H 3.1059 3.5500 2.6866
H -1.8414 2.8717 -3.0390
H -1.9616 1.2581 -4.9218

Results
* gap between HOMO and LUMO: 7.42 eV
* ΔE to the lowest compared entry with this formula, charge and spin: 0.0 kcal per mole
* charge: 0

***

Entry 4:
Entry from the Open Molecules 2025 dataset: a molecular structure, C24H42Cl3N4O3PbSi at a distorted geometry (ωB97M-V/def2-TZVPD).

CARTESIAN COORDINATES (ANGSTROEM)
C 2.8702 -1.9090 -1.4662
C 2.2205 -2.6593 -0.3394
H 3.9575 -2.0583 -1.4966
H 2.6701 -0.8256 -1.3734
H 2.4518 -2.2296 -2.4391
C 2.8548 -3.4943 0.4981
C 4.3178 -3.7649 0.4860
H 2.2781 -4.0430 1.2441
H 4.8500 -3.1186 -0.2134
H 4.5322 -4.8035 0.2173
H 4.7627 -3.6014 1.4716
Pb -0.5437 0.7777 -0.7089
Cl -1.6623 -1.1653 -2.1377
Cl 1.7297 1.7777 -1.5908
C -2.9955 -1.4580 1.0307
O -2.4636 -0.3672 1.2982
N -3.7909 -2.1394 1.8811
C -4.1088 -1.6174 3.2045
C -4.4390 -3.3938 1.5405
H -2.8552 -1.9516 0.0455
H -3.6613 -0.6269 3.3400
H -3.7384 -2.3088 3.9767
H -5.2012 -1.5587 3.3133
H -4.1339 -3.6953 0.5319
H -5.5315 -3.2777 1.5828
H -4.1542 -4.1781 2.2548
H 3.1103 0.0266 1.0420
H 2.4100 -1.6860 2.9606
C 2.8183 0.8343 1.7296
C 2.2961 -0.7531 3.5346
N 1.8392 0.3312 2.6783
H 2.3953 1.6618 1.1481
C 0.5618 0.7758 2.6584
O 0.1317 1.6141 1.8589
H 1.5694 -0.9073 4.3412
H -0.0810 0.3079 3.4416
H 3.7096 1.1618 2.2833
H 3.2745 -0.4934 3.9582
O 0.6584 -1.0564 0.3518
C 0.7387 -2.3164 -0.1159
C -0.2553 -3.2838 2.0667
C -0.0659 -3.3612 0.6864
H 0.1580 -2.4421 2.6194
C -0.9763 -4.2799 2.7319
H 0.3046 -2.3190 -1.1313
C -0.6589 -4.3973 -0.0193
H -1.0918 -4.2273 3.8202
C -1.5182 -5.3516 2.0224
C -1.3706 -5.4054 0.6268
H -0.5298 -4.4007 -1.1051
H -2.0706 -6.1350 2.5479
H -1.7922 -6.2327 0.0583
Si 3.0918 4.8317 -3.7951
Cl 4.3817 3.2157 -3.5622
C 3.1091 5.6984 -2.1293
C 1.5160 3.9487 -4.3188
C 3.5996 6.0739 -5.1195
H 2.9434 4.9531 -1.3408
H 2.3221 6.4624 -2.0793
H 4.0855 6.1789 -1.9686
H 4.5277 6.6035 -4.8678
H 2.8158 6.8375 -5.2387
H 3.7398 5.6001 -6.0993
H 1.2821 3.1751 -3.5681
H 1.6944 3.4522 -5.2846
H 0.6761 4.6504 -4.4068
C -4.7212 1.5381 -0.8194
C -3.8259 2.7103 -0.7933
N -2.4995 2.7725 -0.7583
C -2.1538 4.1183 -0.7006
C -3.2951 4.8820 -0.7212
N -4.3484 3.9756 -0.7649
H -5.1574 1.3765 0.1775
H -5.5341 1.7260 -1.5317
H -4.1447 0.6563 -1.1182
H -1.1286 4.4592 -0.6450
H -3.4240 5.9518 -0.7223
H -5.3336 4.1774 -0.7700

Results
* gap between HOMO and LUMO: 6.68 eV
* ΔE to the lowest compared entry with this formula, charge and spin: 0.0 kcal per mole
* charge: -1

***

Entry 5:
Entry from the Open Molecules 2025 dataset: 2 unconnected molecules or ions with the total composition H3PS4 at a distorted geometry (ωB97M-V/def2-TZVPD).

CARTESIAN COORDINATES (ANGSTROEM)
P 0.4496 3.1799 -0.2406
S 1.8229 2.2477 0.7249
S 1.0635 -1.7207 2.3799
S -0.6720 2.0823 -1.6874
S 0.0955 5.1007 -0.4298
H -0.1465 -2.0414 2.6706
H -1.4676 3.1163 -1.5584
H 0.7345 -1.4573 1.1697

Results
* gap between HOMO and LUMO: 8.12 eV
* ΔE to the lowest compared entry with this formula, charge and spin: 17.7 kcal per mole
* charge: 0

***

Entry 6:
Entry from the Open Molecules 2025 dataset: a molecular structure, C30H74O28Tl at a distorted geometry (ωB97M-V/def2-TZVPD).

CARTESIAN COORDINATES (ANGSTROEM)
Tl -3.4867 -5.9427 0.3299
C -6.9336 -5.1584 -3.3959
C -5.7488 -5.1345 -2.5083
C -4.8745 -3.7706 -2.4090
O -3.9204 -3.7838 -1.6428
C -5.2556 -2.6399 -3.2827
C -6.2959 -2.7706 -4.1125
C -7.1344 -4.0510 -4.2058
O -8.2256 -4.2012 -4.9453
O -6.6035 -1.7025 -4.8246
O -5.3823 -6.1106 -1.9356
H -7.5386 -6.0531 -3.3979
H -4.7521 -1.6995 -3.1138
C -7.2311 -7.3834 -8.6439
C -8.3957 -6.4715 -8.1369
O -7.9460 -5.1400 -8.1440
O -6.0307 -7.1131 -7.9401
H -7.0189 -7.1506 -9.6874
H -7.4451 -8.4509 -8.5906
H -8.4839 -6.6067 -7.0589
H -9.3601 -6.6842 -8.5982
H -8.1668 -4.8059 -7.2715
H -5.9300 -6.1623 -8.0269
C -5.4652 2.2554 -3.9728
C -6.2420 1.3705 -3.0038
O -7.5107 0.9870 -3.5599
O -5.0699 1.4979 -5.0983
H -4.5556 2.4821 -3.4166
H -5.8633 3.2039 -4.3333
H -6.3135 1.8431 -2.0241
H -5.6164 0.5422 -2.6712
H -7.8957 0.4275 -2.8814
H -4.1139 1.4947 -5.1852
C -10.7719 -6.9413 -5.1428
C -11.3411 -5.9411 -4.0866
O -11.0964 -4.5870 -4.4635
O -11.4096 -6.8047 -6.4713
H -10.9467 -7.9738 -4.8401
H -9.6887 -6.8505 -5.2244
H -11.0527 -6.1743 -3.0617
H -12.4292 -5.9126 -4.0305
H -10.1917 -4.5575 -4.7832
H -11.5922 -7.6968 -6.7754
C -0.1606 -5.0394 -1.5183
C -1.2025 -5.3516 -2.6543
O -2.1491 -6.4449 -2.3654
O -0.7136 -4.6347 -0.2643
H 0.5173 -4.2516 -1.8469
H 0.5197 -5.8786 -1.3740
H -0.6162 -5.5391 -3.5538
H -1.8319 -4.4910 -2.8808
H -2.3539 -6.9376 -3.1635
H -0.0269 -4.1752 0.2243
C -10.4725 -2.1454 -6.9196
C -10.8123 -1.1065 -8.0246
O -10.4621 0.2080 -7.7333
O -9.1711 -2.1159 -6.3678
H -10.6615 -3.1715 -7.2350
H -11.1622 -2.0445 -6.0817
H -11.8584 -1.1032 -8.3309
H -10.3298 -1.4522 -8.9388
H -11.1296 0.8096 -8.0709
H -8.9761 -2.8725 -5.8101
C -3.2774 -8.4033 -5.5879
C -4.5519 -7.8218 -5.0358
O -4.5499 -7.9306 -3.5824
O -2.0677 -7.7504 -5.1363
H -3.3361 -8.2268 -6.6620
H -3.2310 -9.4723 -5.3803
H -5.4276 -8.2635 -5.5113
H -4.5446 -6.7701 -5.3218
H -5.1544 -7.2928 -3.1958
H -1.9593 -7.0751 -5.8100
C -7.1528 -5.9200 1.6449
C -7.0181 -4.6222 0.7939
O -5.7682 -4.0231 0.9596
O -6.2407 -6.8835 1.0981
H -8.1276 -6.3576 1.4293
H -7.0174 -5.8742 2.7255
H -7.7392 -3.9194 1.2113
H -7.1805 -4.7435 -0.2771
H -5.8703 -3.1352 1.3101
H -6.6361 -7.6988 1.4155
C -5.5280 0.1827 0.1629
C -5.3882 -0.4793 1.5363
O -6.3549 -1.5111 1.6781
O -4.6502 1.4006 -0.0990
H -6.5704 0.4566 0.0005
H -5.2319 -0.5310 -0.6059
H -5.4481 0.1578 2.4187
H -4.4110 -0.9596 1.5852
H -6.9957 -1.2370 2.3384
H -5.1055 2.1526 0.2869
C -1.6057 0.3872 -6.6497
C -2.1570 0.1379 -5.2555
O -2.5356 1.3839 -4.6477
O -2.4640 1.0229 -7.4960
H -1.2016 -0.5819 -6.9425
H -0.7928 1.1129 -6.6242
H -1.4085 -0.2829 -4.5841
H -2.9641 -0.5946 -5.2424
H -1.7050 1.7867 -4.3842
H -1.9522 1.2189 -8.2842
C -3.2575 -9.6389 -0.5698
C -1.8297 -9.1759 -0.7535
O -1.5039 -8.0495 0.0366
O -4.1324 -8.6017 -0.8818
H -3.5023 -9.9602 0.4426
H -3.4062 -10.5253 -1.1864
H -1.5907 -8.9182 -1.7853
H -1.2245 -9.9896 -0.3538
H -0.6361 -8.2644 0.3864
H -4.3354 -8.7999 -1.7989
C -2.4288 -0.8176 -1.1877
C -1.1477 -1.5688 -1.4858
O -0.2231 -0.7058 -2.2365
O -2.1933 0.2000 -0.1649
H -3.1602 -1.4885 -0.7372
H -2.8568 -0.2575 -2.0191
H -1.4851 -2.3923 -2.1153
H -0.6961 -2.0176 -0.6011
H -0.0535 0.0592 -1.6819
H -3.0433 0.6419 -0.1027
C -8.6037 -8.0604 -1.7455
C -7.9218 -8.8228 -2.9399
O -8.2945 -10.1772 -2.8062
O -10.0292 -8.2843 -1.8349
H -8.4080 -6.9881 -1.7331
H -8.3427 -8.3824 -0.7374
H -6.8377 -8.7502 -2.8525
H -8.3046 -8.3674 -3.8532
H -7.7464 -10.6483 -2.1743
H -10.1763 -9.1729 -2.1670

Results
* gap between HOMO and LUMO: 3.04 eV
* ΔE to the lowest compared entry with this formula, charge and spin: 63.9 kcal per mole
* charge: +1

***

Entry 7:
Entry from the Open Molecules 2025 dataset: 7 unconnected molecules or ions with the total composition C32H55N2O13 (ωB97M-V/def2-TZVPD).

CARTESIAN COORDINATES (ANGSTROEM)
C 3.9637 0.0759 -0.8792
C 2.5107 0.4910 -0.5861
C 1.9878 1.6131 -1.4849
O 1.0541 1.1873 -2.4815
C -0.1353 0.6448 -1.9916
C -0.2296 -0.7965 -2.4619
N -1.4081 -1.4541 -1.8221
C -2.7110 -0.7730 -2.1611
C -2.6497 0.7472 -2.0771
N -2.9993 1.1813 -0.7090
C -1.3377 1.3744 -2.5510
H 4.6553 0.5332 -0.1796
H 4.0763 -0.9994 -0.7673
H 4.2550 0.3380 -1.8943
H 2.4468 0.8290 0.4467
H 1.8827 -0.3940 -0.6814
H 1.5405 2.4172 -0.8949
H 2.8088 2.0501 -2.0464
H -0.1875 0.6920 -0.8969
H -0.4439 -0.7747 -3.5302
H 0.6737 -1.3739 -2.2968
H -1.2716 -1.5527 -0.8166
H -1.4494 -2.4162 -2.1691
H -3.0165 -1.1437 -3.1346
H -3.4497 -1.1235 -1.4432
H -3.4288 1.1105 -2.7487
H -2.4391 1.9772 -0.4226
H -2.8465 0.4339 -0.0449
H -1.3250 2.4102 -2.2129
H -1.2666 1.3998 -3.6394
O -1.5652 -4.7609 -1.4232
C -1.4381 -5.1036 -2.5705
O -2.2436 -4.6231 -3.5374
C -1.9329 -5.2616 -4.8016
C -0.4981 -5.7548 -4.6507
C -0.4281 -6.0610 -3.1525
H -2.6423 -6.0769 -4.9409
H -2.0670 -4.5308 -5.5943
H -0.2755 -6.6042 -5.2905
H 0.1992 -4.9531 -4.9006
H -0.7667 -7.0719 -2.9197
H 0.5531 -5.8949 -2.7172
O 5.5584 -3.0971 0.9949
C 5.9441 -2.3053 1.8051
O 5.9770 -0.9767 1.5390
C 6.5532 -0.2555 2.6505
C 6.3749 -1.1684 3.8542
C 6.4522 -2.5541 3.2109
H 7.6049 -0.0673 2.4257
H 6.0349 0.6950 2.7517
H 7.1072 -0.9870 4.6331
H 5.3839 -1.0165 4.2844
H 7.4776 -2.9204 3.1379
H 5.8423 -3.3051 3.7042
O -1.6658 4.3555 -0.1143
C -1.8500 5.2034 -0.9471
O -2.7727 6.1643 -0.8052
C -2.8485 6.9750 -2.0004
C -1.5046 6.7809 -2.7009
C -1.1489 5.3565 -2.2788
H -3.6855 6.6108 -2.5978
H -3.0468 8.0002 -1.7035
H -1.5592 6.9353 -3.7753
H -0.7706 7.4774 -2.2958
H -1.5627 4.6102 -2.9607
H -0.0807 5.1893 -2.1686
O -7.5085 5.3836 2.4634
C -6.7182 4.5260 2.2176
O -6.8185 3.7405 1.1131
C -5.7916 2.7383 1.1138
C -4.6894 3.2922 2.0131
C -5.4949 4.1141 3.0187
H -6.2168 1.8087 1.5009
H -5.4629 2.5788 0.0901
H -4.0742 2.5133 2.4603
H -4.0363 3.9490 1.4366
H -5.8334 3.5181 3.8677
H -4.9744 4.9931 3.3865
O 7.8695 1.1636 5.5236
C 7.4958 2.2607 5.2324
O 6.1988 2.5251 4.9348
C 6.0482 3.9003 4.5327
C 7.2489 4.6267 5.1291
C 8.3143 3.5312 5.1108
H 6.0438 3.9378 3.4409
H 5.0918 4.2595 4.9029
H 7.5179 5.5241 4.5772
H 7.0323 4.9141 6.1581
H 8.8564 3.4946 4.1643
H 9.0288 3.5963 5.9258
O -3.3829 -7.3474 -2.0876
C -4.1249 -7.2997 -1.1478
O -4.6992 -8.4030 -0.6341
C -5.6114 -8.0527 0.4243
C -5.1467 -6.6835 0.9105
C -4.5764 -6.0773 -0.3723
H -6.6202 -8.0262 0.0087
H -5.5631 -8.8270 1.1844
H -5.9450 -6.1033 1.3673
H -4.3510 -6.8043 1.6461
H -5.3393 -5.5674 -0.9639
H -3.7366 -5.4060 -0.2154

Results
* gap between HOMO and LUMO: 9.03 eV
* charge: +1

***

Entry 8:
Entry from the Open Molecules 2025 dataset: 2 unconnected molecules or ions with the total composition C3H6FNO2P at a distorted geometry (ωB97M-V/def2-TZVPD).

CARTESIAN COORDINATES (ANGSTROEM)
C 0.2855 -0.6538 -0.0531
C -1.6947 0.9072 0.0655
C -1.2072 -0.5458 -0.0303
N 0.9741 0.3830 -0.0121
O 3.0086 1.1244 1.3353
O 3.1690 1.0349 -1.2814
F 1.1359 -3.1248 -0.1482
P 2.5974 0.6194 0.0020
H 0.5159 -1.7562 -0.1479
H -1.5583 1.2501 1.0056
H -1.2462 1.5060 -0.5815
H -2.8227 1.0945 -0.0293
H -1.6763 -0.9363 0.8895
H -1.4810 -0.9026 -1.0142

Results
* gap between HOMO and LUMO: 7.65 eV
* ΔE to the lowest compared entry with this formula, charge and spin: 69.2 kcal per mole
* charge: -1